one | {"formula": "C3H5N", "method": "ωB97M-V/def2-TZVPD", "homo_lumo_gap_ev": 11.056, "smiles": "[H]/N=C/C=C", "homo_energy_ev": -9.95, "symbols": ["H", "N", "C", "C", "C", "H", "H", "H", "H"], "coordinates": [[-2.799, 0.374, 0.009], [-1.984, -0.347, -0.002], [-0.951, 0.383, -0.073], [0.445, -0.550, -0.093], [1.652, -0.013, 0.111], [-0.920, 1.499, -0.085], [0.247, -1.703, -0.116], [2.575, -0.658, 0.293], [1.736, 1.015, -0.044]], "mulliken_charge": [0.25, -0.53, -0.06, -0.08, -0.59, 0.29, 0.25, 0.21, 0.26]}



two | {"formula": "C3H5N", "method": "ωB97M-V/def2-TZVPD", "homo_lumo_gap_ev": 11.382, "smiles": "C#N.C=C", "homo_energy_ev": -10.39, "symbols": ["C", "N", "H", "C", "C", "H", "H", "H", "H"], "coordinates": [[0.040, -0.613, 1.571], [-0.579, -0.431, 2.503], [0.824, -0.704, 0.909], [0.359, 0.796, -0.706], [-0.513, -0.181, -0.968], [1.431, 0.601, -0.395], [0.222, 1.857, -0.865], [-1.555, -0.058, -1.244], [-0.229, -1.267, -0.804]], "mulliken_charge": [0.03, -0.37, 0.31, -0.51, -0.47, 0.26, 0.23, 0.25, 0.27]}



Stability summary: most stable one, least stable two.



one | {"formula": "CH7IN3", "method": "ωB97M-V/def2-TZVPD", "homo_lumo_gap_ev": 9.369, "homo_energy_ev": -13.55, "charge": 1, "symbols": ["C", "N", "N", "N", "I", "H", "H", "H", "H", "H", "H", "H"], "coordinates": [[-0.578, 0.018, -0.767], [0.283, 1.703, 0.504], [0.321, 0.981, -0.622], [0.316, -1.634, 0.442], [-2.444, -0.167, 0.096], [-0.405, -0.439, -1.826], [-0.611, 1.364, 0.935], [0.478, 2.760, 0.553], [1.119, 1.045, -1.197], [1.219, -1.473, 0.776], [-0.127, -1.774, 1.325], [0.430, -2.384, -0.219]], "mulliken_charge": [-0.31, -0.49, 0.15, -0.64, 0.29, 0.44, 0.18, 0.30, 0.25, 0.27, 0.29, 0.28]}



two | {"formula": "CH7IN3", "method": "ωB97M-V/def2-TZVPD", "homo_lumo_gap_ev": 9.156, "smiles": "NN[C@@H]([NH3+])I", "homo_energy_ev": -13.40, "charge": 1, "symbols": ["N", "N", "C", "N", "I", "H", "H", "H", "H", "H", "H", "H"], "coordinates": [[-0.836, 1.233, -0.531], [-0.155, 0.924, 0.628], [0.645, -0.195, 0.573], [0.153, -1.170, -0.402], [2.962, -0.115, 0.100], [-0.758, 2.229, -0.681], [-1.839, 1.108, -0.515], [-0.390, 1.536, 1.406], [0.594, -0.804, 1.751], [-0.790, -1.619, -0.127], [-0.062, -0.765, -1.333], [0.778, -1.894, -0.586]], "mulliken_charge": [-0.64, 0.00, -0.36, -0.39, 0.08, 0.27, 0.24, 0.25, 0.45, 0.39, 0.40, 0.31]}



three | {"formula": "CH7IN3", "method": "ωB97M-V/def2-TZVPD", "homo_lumo_gap_ev": 8.306, "smiles": "NN[C@@H]([NH3+])I", "homo_energy_ev": -12.80, "charge": 1, "symbols": ["N", "N", "C", "N", "I", "H", "H", "H", "H", "H", "H", "H"], "coordinates": [[-0.339, 1.413, -0.611], [-0.515, 0.830, 0.528], [0.291, -0.273, 0.585], [-0.290, -1.413, -0.323], [2.540, 0.136, -0.094], [-0.868, 2.284, -0.726], [0.603, 1.388, -0.989], [-0.623, 1.541, 1.536], [0.325, -0.842, 1.499], [-1.064, -1.120, -0.991], [0.568, -1.811, -0.738], [-0.627, -2.134, 0.325]], "mulliken_charge": [-0.41, -0.14, -0.66, -0.32, 0.11, 0.26, 0.15, 0.34, 0.57, 0.38, 0.37, 0.36]}



Stability summary: most stable two, least stable three.



one | {"formula": "C4H7NO2", "method": "ωB97M-V/def2-TZVPD", "homo_lumo_gap_ev": [8.279, 8.055], "homo_energy_ev": [-7.53, -10.64], "multiplicity": 3, "symbols": ["C", "C", "C", "C", "N", "O", "O", "H", "H", "H", "H", "H", "H", "H"], "coordinates": [[1.113, -0.684, 0.594], [-0.371, -0.117, -0.030], [-1.612, -0.867, 0.309], [-0.448, 1.180, -0.899], [2.244, 0.008, 0.430], [2.228, 1.139, -0.003], [3.265, -0.625, 0.674], [1.164, -1.628, 0.943], [-2.320, -1.080, -0.542], [-2.249, -0.125, 0.862], [-1.641, -1.816, 0.863], [-1.267, 1.206, -1.631], [-0.699, 2.031, -0.320], [0.594, 1.379, -1.249]], "lowdin_spin": [0.60, 0.68, 0.10, 0.07, 0.11, 0.09, 0.23, 0.03, 0.02, 0.04, 0.00, 0.01, 0.03, 0.00]}



two | {"formula": "C4H7NO2", "method": "ωB97M-V/def2-TZVPD", "homo_lumo_gap_ev": [3.308, 10.712], "homo_energy_ev": [-2.95, -12.86], "multiplicity": 3, "symbols": ["C", "C", "C", "C", "N", "O", "O", "H", "H", "H", "H", "H", "H", "H"], "coordinates": [[1.672, -3.017, 0.860], [-0.973, 0.682, -1.446], [-0.140, -0.537, -1.028], [-0.342, 1.327, 0.916], [0.082, 0.797, -0.379], [1.276, -3.999, 1.255], [2.216, -2.029, 0.552], [-0.803, 1.195, -2.496], [-1.997, 0.804, -0.820], [-0.551, -1.160, -0.258], [-1.331, 1.026, 1.255], [0.469, 1.270, 1.608], [-0.433, 2.410, 0.716], [0.856, 1.232, -0.734]], "lowdin_spin": [0.03, 0.31, 0.83, 0.18, 0.15, 0.01, 0.03, 0.09, 0.06, 0.06, 0.02, 0.02, 0.06, 0.15]}



Stability summary: most stable one, least stable two.



one | {"formula": "C4H6ClN2O", "method": "ωB97M-V/def2-TZVPD", "homo_lumo_gap_ev": 9.560, "homo_energy_ev": -14.67, "charge": 1, "symbols": ["C", "C", "C", "C", "N", "N", "O", "Cl", "H", "H", "H", "H", "H", "H"], "coordinates": [[0.167, 0.272, -2.256], [-0.996, 0.764, -0.016], [1.667, -1.369, 1.545], [-1.821, 1.041, 1.108], [-0.671, 0.534, -1.101], [0.734, -0.831, -2.378], [0.592, -0.828, 1.608], [3.050, -0.701, 2.371], [0.078, 1.239, -2.765], [2.002, -2.330, 1.218], [-2.939, 0.705, 0.849], [-1.619, 2.095, 1.212], [-1.508, 0.371, 1.863], [1.264, -0.961, -3.257]], "mulliken_charge": [0.07, 0.56, 0.18, -0.83, 0.00, -0.42, -0.44, -0.10, 0.34, 0.34, 0.32, 0.30, 0.37, 0.31]}



two | {"formula": "C4H6ClN2O", "method": "ωB97M-V/def2-TZVPD", "homo_lumo_gap_ev": [8.477, 6.674], "homo_energy_ev": [-13.94, -14.14], "charge": 1, "symbols": ["C", "C", "C", "C", "N", "N", "O", "Cl", "H", "H", "H", "H", "H", "H"], "coordinates": [[1.876, -1.085, 0.301], [2.752, -0.116, 0.045], [0.803, 0.634, -0.530], [-3.353, 0.240, 0.167], [2.115, 0.909, -0.541], [0.655, -0.618, -0.102], [-2.120, -0.009, 0.385], [4.432, -0.210, 0.123], [2.098, -2.039, 0.713], [-3.622, 1.007, -0.672], [-3.991, 0.968, 0.817], [-3.808, -0.647, -0.065], [2.430, 1.809, -0.856], [-0.267, -0.844, 0.217]], "mulliken_charge": [-0.43, 0.38, 0.27, -0.49, -0.03, -0.03, -0.42, -0.11, 0.44, 0.26, 0.27, 0.34, 0.21, 0.36]}



Stability summary: most stable one, least stable two.



one | {"formula": "C2H3NS2", "method": "ωB97M-V/def2-TZVPD", "homo_lumo_gap_ev": 9.402, "homo_energy_ev": -9.14, "symbols": ["C", "C", "N", "S", "S", "H", "H", "H"], "coordinates": [[2.011, 0.335, -0.054], [-1.247, -0.295, -0.356], [-0.459, -0.039, 0.609], [1.992, 1.912, 0.127], [2.073, -1.209, -0.227], [-2.271, -0.399, -0.191], [-1.081, -0.330, -1.427], [-1.017, 0.026, 1.519]], "mulliken_charge": [0.42, -0.26, -0.41, -0.22, -0.24, 0.26, 0.24, 0.21]}



two | {"formula": "C2H3NS2", "method": "ωB97M-V/def2-TZVPD", "homo_lumo_gap_ev": [6.452, 6.450], "homo_energy_ev": [-8.65, -8.65], "symbols": ["C", "C", "N", "S", "S", "H", "H", "H"], "coordinates": [[0.526, 0.082, 0.630], [-0.749, -0.518, -0.016], [1.380, 0.768, 0.045], [-1.381, 0.299, -1.471], [1.502, 1.418, -1.362], [0.605, -0.228, 1.613], [-0.602, -1.468, -0.289], [-1.283, -0.353, 0.852]], "mulliken_charge": [0.03, -0.59, -0.25, -0.21, 0.01, 0.38, 0.36, 0.26]}



three | {"formula": "C2H3NS2", "method": "ωB97M-V/def2-TZVPD", "homo_lumo_gap_ev": 8.639, "smiles": "C1=NSCS1", "homo_energy_ev": -8.11, "symbols": ["C", "N", "S", "C", "S", "H", "H", "H"], "coordinates": [[0.560, 1.272, 0.100], [-0.778, 1.411, -0.013], [-1.628, -0.045, -0.096], [-0.296, -1.150, 0.072], [1.363, -0.178, -0.092], [1.189, 2.210, -0.263], [-0.275, -1.516, 0.989], [-0.134, -2.003, -0.697]], "mulliken_charge": [0.03, -0.33, 0.01, -0.59, -0.08, 0.27, 0.38, 0.30]}



Stability summary: most stable one, least stable two.



one | {"formula": "C2H3NS2", "method": "ωB97M-V/def2-TZVPD", "homo_lumo_gap_ev": [6.020, 5.991], "homo_energy_ev": [-9.09, -9.10], "symbols": ["C", "C", "N", "S", "S", "H", "H", "H"], "coordinates": [[-0.470, -1.188, 0.118], [0.701, 0.868, -0.077], [0.619, -0.553, 0.189], [-2.159, -0.816, 0.112], [-0.742, 1.863, -0.033], [-0.528, -2.358, 0.198], [1.462, 1.146, 0.598], [1.117, 1.039, -1.105]], "mulliken_charge": [0.10, -0.33, -0.40, -0.12, -0.11, 0.25, 0.32, 0.29]}



two | {"formula": "C2H3NS2", "method": "ωB97M-V/def2-TZVPD", "homo_lumo_gap_ev": 7.920, "smiles": "S=C/C=N\\S", "homo_energy_ev": -9.19, "symbols": ["S", "C", "C", "N", "S", "H", "H", "H"], "coordinates": [[0.603, 2.444, 1.063], [0.537, 0.909, 0.695], [0.394, 0.353, -0.591], [-0.285, -0.674, -0.942], [-1.025, -1.484, 0.282], [0.685, 0.020, 1.351], [0.907, 0.813, -1.485], [-1.816, -2.381, -0.374]], "mulliken_charge": [-0.22, -0.22, 0.14, -0.34, -0.13, 0.26, 0.34, 0.16]}



Stability summary: most stable two, least stable one.